[1]
Here is a molecular structure, C2H2CuNaO2 in a non-equilibrium geometry from the OMol25 dataset. Energies are from the ωB97M-V functional and the def2-TZVPD basis.

The calculation puts the energy relative to the best compared isomer or geometry (same formula, charge and spin) at 0.0000 eV. The lowest unoccupied orbital energy (spin up / spin down) comes out at -4.5 / -4.7 eV. As for the maximum force: 0.02398 hartree/bohr. The value obtained for the HOMO energy (spin up / spin down) is -11.6 / -11.7 eV. As for the orbital gap (spin up / spin down): 7.098 / 7.018 eV.

Geometry as ORCA input:
```
! wB97M-V def2-TZVPD RIJCOSX def2/J DEFGRID3
* xyz 1 2
O 0.37 -1.36 0.52
C -0.48 -0.83 -0.48
C -0.44 0.51 -0.58
O -0.01 1.39 0.24
Cu 0.86 0.27 1.83
H -0.93 -1.53 -1.18
Na -0.47 3.40 -0.45
H 1.10 -1.85 0.09
*
```

[2]
Here is 2 unconnected molecules or ions with the total composition C2H2F2N2P2 in a non-equilibrium geometry from the OMol25 dataset. Energies are from the ωB97M-V functional and the def2-TZVPD basis.

The calculation puts the energy relative to the best compared isomer or geometry (same formula, charge and spin) at 0.0000 eV. The lowest unoccupied orbital energy comes out at -0.3 eV. As for the maximum force: 0.07529 hartree/bohr. The value obtained for the HOMO energy is -9.1 eV. As for the orbital gap: 8.835 eV.

Geometry as ORCA input:
```
! wB97M-V def2-TZVPD RIJCOSX def2/J DEFGRID3
* xyz 0 1
C 0.51 -0.78 -0.87
C 0.32 0.14 0.19
N 0.02 -1.99 -0.56
N -0.52 -1.95 0.71
F -0.47 2.95 1.12
F -0.22 2.88 -1.31
P -0.32 -0.56 1.61
P 0.70 2.64 0.02
H 0.98 -0.53 -1.84
H -0.99 -2.81 0.93
*
```

[3]
Here is 2 unconnected molecules or ions with the total composition C2H2F2N2S in a non-equilibrium geometry from the OMol25 dataset. Energies are from the ωB97M-V functional and the def2-TZVPD basis.

The calculation puts the energy relative to the best compared isomer or geometry (same formula, charge and spin) at 2.4057 eV. The lowest unoccupied orbital energy (spin up / spin down) comes out at -0.6 / -0.6 eV. As for the maximum force: 0.06680 hartree/bohr. The SMILES is F/N=[NH+]\[S-].C#CF. The value obtained for the HOMO energy (spin up / spin down) is -9.5 / -9.5 eV. As for the orbital gap (spin up / spin down): 8.889 / 8.890 eV.

Geometry as ORCA input:
```
! wB97M-V def2-TZVPD RIJCOSX def2/J DEFGRID3
* xyz 0 1
C 1.79 -0.81 -1.13
C 2.12 -1.24 -0.09
N -1.23 0.98 0.54
N -1.63 -0.21 0.40
F 2.62 -1.67 1.03
F -2.93 -0.21 -0.08
S -1.83 2.45 0.30
H 1.37 -0.32 -1.91
H -0.28 1.03 0.94
*
```

[4]
Here is 2 unconnected molecules or ions with the total composition C2H2F2O in a non-equilibrium geometry from the OMol25 dataset. Energies are from the ωB97M-V functional and the def2-TZVPD basis.

The calculation puts the energy relative to the best compared isomer or geometry (same formula, charge and spin) at 3.5559 eV. The lowest unoccupied orbital energy comes out at 0.5 eV. As for the maximum force: 0.04775 hartree/bohr. The SMILES is FC1=CO1.F. The value obtained for the HOMO energy is -10.0 eV. As for the orbital gap: 10.476 eV.

Geometry as ORCA input:
```
! wB97M-V def2-TZVPD RIJCOSX def2/J DEFGRID3
* xyz 0 1
C 0.56 -0.84 -0.38
C 1.10 0.22 0.06
O -0.04 0.12 0.84
F 1.85 1.25 0.05
F -2.33 0.57 -0.19
H -1.45 0.53 0.22
H 0.31 -1.85 -0.59
*
```

[5]
Here is a molecular structure, C2H2F2O2Tl in a non-equilibrium geometry from the OMol25 dataset. Energies are from the ωB97M-V functional and the def2-TZVPD basis.

The lowest unoccupied orbital energy (spin up / spin down) comes out at -18.6 / -20.5 eV. As for the maximum force: 0.14319 hartree/bohr. The value obtained for the HOMO energy (spin up / spin down) is -27.7 / -26.8 eV. As for the orbital gap (spin up / spin down): 9.070 / 6.271 eV.

Geometry as ORCA input:
```
! wB97M-V def2-TZVPD RIJCOSX def2/J DEFGRID3
* xyz 3 1
F -0.19 -1.02 0.92
H -0.88 0.61 -2.34
O 0.63 0.22 -0.97
O 0.86 -1.15 -0.05
C -0.63 0.48 -1.28
C -1.61 0.23 -0.32
F -2.19 1.23 0.30
H -2.18 -0.70 -0.38
Tl 2.00 1.07 0.23
*
```

[6]
Here is a gas-phase ion, C2H2F2P (charge +1) in a non-equilibrium geometry from the OMol25 dataset. Energies are from the ωB97M-V functional and the def2-TZVPD basis.

The calculation puts the energy relative to the best compared isomer or geometry (same formula, charge and spin) at 0.4795 eV. The lowest unoccupied orbital energy comes out at -7.1 eV. As for the maximum force: 0.04371 hartree/bohr. The value obtained for the HOMO energy is -17.1 eV. As for the orbital gap: 9.994 eV.

Geometry as ORCA input:
```
! wB97M-V def2-TZVPD RIJCOSX def2/J DEFGRID3
* xyz 1 1
C -0.82 0.15 0.66
C -1.12 -0.27 -0.45
F 1.38 1.31 -0.01
F 1.58 -0.89 -0.85
P 1.29 -0.10 0.54
H -1.22 0.61 1.50
H -1.09 -0.80 -1.40
*
```

[7]
Here is 2 unconnected molecules or ions with the total composition C2H2F2S2 in a non-equilibrium geometry from the OMol25 dataset. Energies are from the ωB97M-V functional and the def2-TZVPD basis.

The calculation puts the energy relative to the best compared isomer or geometry (same formula, charge and spin) at 1.2770 eV. The lowest unoccupied orbital energy comes out at -0.6 eV. As for the maximum force: 0.03587 hartree/bohr. The SMILES is FC=S.FC=S. The value obtained for the HOMO energy is -9.6 eV. As for the orbital gap: 8.999 eV.

Geometry as ORCA input:
```
! wB97M-V def2-TZVPD RIJCOSX def2/J DEFGRID3
* xyz 0 1
C -0.65 -1.20 1.25
C 0.69 1.19 -1.24
F -1.81 -1.54 1.77
F 1.54 0.69 -0.34
S -0.59 2.10 -0.93
S -0.21 -1.75 -0.21
H -0.04 -0.51 1.93
H 1.05 1.01 -2.24
*
```

[8]
Here is 2 unconnected molecules or ions with the total composition C2H2F2Si in a non-equilibrium geometry from the OMol25 dataset. Energies are from the ωB97M-V functional and the def2-TZVPD basis.

The calculation puts the energy relative to the best compared isomer or geometry (same formula, charge and spin) at 3.1994 eV. The lowest unoccupied orbital energy comes out at -0.7 eV. As for the maximum force: 0.04208 hartree/bohr. The value obtained for the HOMO energy is -9.8 eV. As for the orbital gap: 9.053 eV.

Geometry as ORCA input:
```
! wB97M-V def2-TZVPD RIJCOSX def2/J DEFGRID3
* xyz 0 1
C -0.13 -0.68 0.72
C -1.12 -0.25 0.13
F 1.07 -1.14 -2.40
F 2.50 -0.73 0.69
Si 1.39 0.03 1.55
H 1.62 -1.02 -1.61
H -1.69 -0.38 -0.74
*
```

[9]
Here is a molecular structure, C2H2F6K3O7S2 in a non-equilibrium geometry from the OMol25 dataset. Energies are from the ωB97M-V functional and the def2-TZVPD basis.

The lowest unoccupied orbital energy comes out at -5.5 eV. As for the maximum force: 0.02429 hartree/bohr. The value obtained for the HOMO energy is -8.6 eV. As for the orbital gap: 3.186 eV.

Geometry as ORCA input:
```
! wB97M-V def2-TZVPD RIJCOSX def2/J DEFGRID3
* xyz 1 1
K -2.35 -0.13 -5.20
K -3.00 -3.26 -0.55
K -5.65 0.41 -0.24
C -0.46 0.63 -0.54
F -0.51 -0.26 0.44
F -0.50 1.86 -0.06
F 0.59 0.42 -1.30
S -1.92 0.35 -1.62
O -1.76 1.19 -2.78
O -1.82 -1.08 -1.94
O -3.10 0.60 -0.78
C 2.99 -0.02 0.56
F 2.47 -1.10 -0.09
F 3.45 0.78 -0.41
F 1.98 0.61 1.15
S 4.35 -0.59 1.71
O 4.05 0.20 2.89
O 4.06 -2.00 1.80
O 5.52 -0.20 0.96
O -2.75 0.23 2.23
H -2.88 1.14 2.50
H -2.77 0.24 1.26
*
```

[10]
Here is a molecular structure, C2H2FHgO in a non-equilibrium geometry from the OMol25 dataset. Energies are from the ωB97M-V functional and the def2-TZVPD basis.

The calculation puts the energy relative to the best compared isomer or geometry (same formula, charge and spin) at 0.0000 eV. The lowest unoccupied orbital energy (spin up / spin down) comes out at -0.7 / -0.8 eV. As for the maximum force: 0.05922 hartree/bohr. The value obtained for the HOMO energy (spin up / spin down) is -7.0 / -9.5 eV. As for the orbital gap (spin up / spin down): 6.229 / 8.750 eV.

Geometry as ORCA input:
```
! wB97M-V def2-TZVPD RIJCOSX def2/J DEFGRID3
* xyz 0 2
H 0.22 -1.39 -3.66
C -0.19 0.02 0.70
C 0.32 1.01 1.41
O -0.69 -0.83 0.07
H -0.25 1.92 1.61
F 1.56 0.91 1.92
Hg -0.96 -1.64 -2.05
*
```

What did the second record say?
Here is 2 unconnected molecules or ions with the total composition C2H2F2N2P2 in a non-equilibrium geometry from the OMol25 dataset. Energies are from the ωB97M-V functional and the def2-TZVPD basis.

The calculation puts the energy relative to the best compared isomer or geometry (same formula, charge and spin) at 0.0000 eV. The lowest unoccupied orbital energy comes out at -0.3 eV. As for the maximum force: 0.07529 hartree/bohr. The value obtained for the HOMO energy is -9.1 eV. As for the orbital gap: 8.835 eV.

Geometry as ORCA input:
```
! wB97M-V def2-TZVPD RIJCOSX def2/J DEFGRID3
* xyz 0 1
C 0.51 -0.78 -0.87
C 0.32 0.14 0.19
N 0.02 -1.99 -0.56
N -0.52 -1.95 0.71
F -0.47 2.95 1.12
F -0.22 2.88 -1.31
P -0.32 -0.56 1.61
P 0.70 2.64 0.02
H 0.98 -0.53 -1.84
H -0.99 -2.81 0.93
*
```

What is the maximum force in the sixth record? 0.04371 hartree/bohr

Look up the maximum force of the sixth one. 0.04371 hartree/bohr

The highest maximum force belongs to which entry? C2H2F2O2Tl